C13H28IrN3O4Si as an isolated structure at a distorted geometry. Source: the OMol25 dataset; level of theory: ωB97M-V/def2-TZVPD.

```
50
Properties=species:S:1:pos:R:3
Ir 0.043 -0.248 -0.109
C 1.972 1.171 1.885
N 1.555 1.417 0.495
C 2.753 1.358 -0.370
C 0.852 2.688 0.342
C 0.021 2.690 -0.905
N -1.028 1.674 -0.855
C -1.544 1.382 -2.210
C -2.151 2.080 0.000
H 2.775 1.852 2.176
H 2.335 0.148 1.972
H 1.139 1.312 2.568
H 3.491 2.096 -0.042
H 2.490 1.548 -1.404
H 3.191 0.365 -0.313
H 1.556 3.525 0.292
H 0.229 2.853 1.222
H 0.647 2.483 -1.772
H -0.406 3.689 -1.045
H -2.060 2.254 -2.623
H -2.245 0.551 -2.152
H -0.727 1.101 -2.868
H -2.692 2.911 -0.460
H -1.803 2.403 0.977
H -2.840 1.247 0.121
O -1.844 -4.017 -0.279
C -1.371 -2.977 -0.016
O -1.598 -1.755 -0.095
C 0.310 -3.164 0.846
O 0.594 -4.291 1.002
O 0.730 -2.013 1.071
N -0.973 0.070 1.950
H -1.067 0.935 2.469
H -0.484 -0.596 2.544
H -1.908 -0.306 1.811
C 1.727 0.634 -5.728
Si 2.280 -0.769 -4.606
C 1.808 -2.434 -5.310
C 4.136 -0.643 -4.344
C 1.459 -0.508 -2.966
C 0.924 -0.359 -1.886
H 2.197 0.526 -6.707
H 2.015 1.606 -5.324
H 0.646 0.626 -5.872
H 2.292 -2.582 -6.277
H 0.729 -2.509 -5.456
H 2.115 -3.245 -4.649
H 4.651 -0.783 -5.296
H 4.488 -1.409 -3.651
H 4.413 0.335 -3.948
```

Computed properties:
2S+1: 2
Total charge: +1
LUMO (spin up / spin down): -4.14 / -5.08 eV

---

C13H28N2OsP2S5 as an isolated structure. Source: the OMol25 dataset; level of theory: ωB97M-V/def2-TZVPD.

```
51
Properties=species:S:1:pos:R:3
Os 0.034 -0.010 0.432
C 3.419 -0.472 -0.942
P 2.432 0.283 0.363
C 3.216 -0.242 1.907
C 2.795 2.065 0.220
C 1.820 2.882 1.064
P 0.124 2.382 0.655
C -0.936 3.069 1.935
C -0.316 3.233 -0.874
H 4.458 -0.162 -0.814
H 3.064 -0.150 -1.921
H 3.340 -1.555 -0.892
H 4.273 0.032 1.909
H 3.141 -1.326 2.010
H 2.722 0.218 2.763
H 2.711 2.330 -0.837
H 3.832 2.237 0.513
H 1.931 3.955 0.894
H 1.970 2.704 2.132
H -0.707 4.131 2.041
H -0.755 2.563 2.883
H -1.981 2.956 1.650
H -0.277 4.311 -0.706
H -1.325 2.955 -1.179
H 0.373 2.968 -1.675
S -5.549 -0.257 5.006
C -4.285 -0.294 3.987
S -2.646 -0.539 4.478
C -1.919 -0.354 2.956
C -2.799 -0.055 1.913
S -2.294 0.126 0.241
S -4.425 0.078 2.310
S -0.206 -0.507 2.778
C 1.777 -4.129 -2.786
C 1.031 -3.972 -1.467
C 1.845 -4.566 -0.324
C -0.347 -4.625 -1.552
N 0.944 -2.492 -1.263
N 0.121 -2.135 -0.130
H 1.938 -5.185 -2.998
H 2.749 -3.636 -2.748
H 1.205 -3.709 -3.618
H 2.068 -5.612 -0.535
H 1.308 -4.563 0.631
H 2.794 -4.040 -0.202
H -0.248 -5.674 -1.830
H -0.966 -4.143 -2.314
H -0.882 -4.613 -0.598
H 0.489 -2.075 -2.071
H 0.497 -2.639 0.672
H -0.836 -2.481 -0.238
```

Computed properties:
2S+1: 5
Total charge: +2
LUMO (spin up / spin down): -6.26 / -9.12 eV